Here is a structure of composition C44H44GeI2N5OS2Tc from the Open Molecules 2025 dataset. Energies are from ωB97M-V/def2-TZVPD.

Geometry as ORCA input:
```
! RIJCOSX wB97M-V def2-TZVPD def2/J DEFGRID3
* xyz 2 3
Tc 0.746 0.543 -1.614
I 1.622 7.418 -4.820
C 1.150 5.470 -4.271
C 0.018 4.856 -4.783
C -0.290 3.562 -4.397
I -2.005 2.639 -5.144
C 0.512 2.858 -3.499
O 0.126 1.602 -3.098
C 1.673 3.470 -3.029
C 2.686 2.700 -2.230
N 2.158 2.051 -0.972
C 3.266 1.416 -0.206
C 3.006 0.013 0.290
C 3.591 -0.448 1.388
C 3.592 -1.883 1.708
C 2.744 -2.701 1.100
C 1.737 -2.117 0.179
N 2.192 -0.879 -0.527
C 1.975 4.777 -3.409
H -0.627 5.384 -5.476
H 3.509 3.365 -1.973
H 3.097 1.889 -2.836
H 1.743 2.779 -0.406
H 3.521 2.024 0.659
H 4.147 1.405 -0.843
H 4.169 0.242 1.999
H 4.328 -2.265 2.410
H 2.775 -3.776 1.230
H 1.402 -2.804 -0.577
H 2.877 5.252 -3.030
S 2.972 -2.082 -4.196
C 4.392 -1.585 -3.405
C 4.139 -1.144 -2.151
C 2.748 -1.199 -1.846
C 1.972 -1.724 -2.860
C 0.498 -1.992 -2.957
C -0.012 -3.090 -3.622
C -1.392 -3.229 -3.751
C -2.222 -2.249 -3.242
C -1.652 -1.171 -2.593
N -0.321 -1.063 -2.416
H 5.354 -1.652 -3.907
H 4.909 -0.796 -1.466
H 0.661 -3.824 -4.041
H -1.807 -4.098 -4.256
H -3.300 -2.298 -3.347
H -2.253 -0.352 -2.213
C -0.854 3.791 -0.740
Ge -1.006 1.888 -0.322
C -0.674 1.947 1.625
C -1.656 2.522 2.445
C -1.433 2.714 3.807
C -0.214 2.345 4.377
C 0.775 1.780 3.579
C 0.538 1.573 2.217
C -2.906 1.491 -0.633
C -3.567 2.342 -1.482
C -4.883 2.074 -1.942
C -5.515 0.927 -1.574
C -4.892 0.018 -0.674
C -5.541 -1.181 -0.272
C -4.957 -2.034 0.622
C -3.700 -1.705 1.184
C -3.049 -0.562 0.804
C -3.601 0.320 -0.164
H -1.601 4.303 -0.121
H -1.044 4.026 -1.791
H 0.130 4.193 -0.471
H -2.613 2.820 2.016
H -2.204 3.163 4.425
H -0.032 2.516 5.434
H 1.737 1.515 4.013
H 1.325 1.129 1.606
H -3.073 3.239 -1.846
H -5.372 2.781 -2.606
H -6.506 0.695 -1.956
H -6.525 -1.404 -0.681
H -5.466 -2.945 0.921
H -3.266 -2.358 1.941
H -2.111 -0.280 1.265
C 0.860 -1.414 5.836
C -0.365 -1.299 4.937
N -0.017 -1.135 3.513
C 0.194 -2.108 2.660
S 0.150 -1.606 0.976
N 0.276 -3.365 3.054
C 0.129 -4.586 2.229
C 1.100 -5.670 2.677
H 0.543 -1.519 6.876
H 1.479 -0.517 5.757
H 1.483 -2.281 5.582
H -0.956 -0.430 5.205
H -1.016 -2.167 5.035
H 0.079 -0.196 3.163
H 0.294 -3.522 4.050
H 0.268 -4.314 1.188
H -0.895 -4.938 2.331
H 2.121 -5.288 2.753
H 1.089 -6.501 1.965
H 0.812 -6.074 3.654
*
```

The LUMO energy (spin up / spin down) comes out at -5.300 / -5.599 eV. Its orbital gap (spin up / spin down) is 6.69 / 6.52 eV. The molecular weight comes out at 1147.42 g mol⁻¹. As for the HOMO energy (spin up / spin down): -11.9850 / -12.1192 eV.